#a
Here is C5H12N2 in the gas phase from the Open Molecules 2025 dataset. Energies are from ωB97M-V/def2-TZVPD.

Geometry as ORCA input:
```
! RIJCOSX wB97M-V def2-TZVPD def2/J DEFGRID3
* xyz 0 1
C -2.431 0.339 -1.904
C -1.702 -0.070 -0.847
C -1.082 0.667 0.242
C 0.337 0.232 0.912
N 0.909 1.387 1.579
C 1.338 -0.658 0.049
N 2.288 -1.583 0.729
H -2.213 1.211 -2.545
H -3.250 -0.238 -2.372
H -1.253 -1.106 -0.858
H -1.155 1.785 -0.043
H -1.720 0.817 1.080
H 0.100 -0.565 1.552
H 0.897 2.118 0.894
H 1.889 1.057 1.564
H 1.846 0.158 -0.686
H 0.675 -1.210 -0.582
H 2.788 -2.046 0.013
H 1.740 -2.295 1.222
*
```

The calculation puts the HOMO energy at -8.62 eV. Its SMILES is C=CC[C@H](N)CN.

Löwdin population analysis, charges in e, atoms 1 to 5: -0.01 -0.23 -0.17 -0.38 0.03


#b
Here is 2 unconnected molecules or ions with the total composition C5H12N2 from the Open Molecules 2025 dataset. Energies are from ωB97M-V/def2-TZVPD.

Geometry as ORCA input:
```
! RIJCOSX wB97M-V def2-TZVPD def2/J DEFGRID3
* xyz 0 1
C 0.734 -0.872 1.964
N -0.512 -0.676 2.777
C -1.628 -0.886 2.131
N -1.697 -1.418 0.838
H 1.601 -0.475 2.551
H 0.659 -0.278 0.963
H 0.902 -1.933 1.746
H -2.679 -0.658 2.423
H -2.583 -1.263 0.350
H -0.759 -1.456 0.379
C 2.006 0.451 -2.705
C 1.023 1.418 -2.901
C 0.069 1.969 -1.829
H 2.605 -0.035 -3.448
H 2.054 0.131 -1.675
H 0.877 1.816 -3.930
H -0.968 1.792 -2.078
H 0.325 1.460 -0.839
H 0.202 3.075 -1.697
*
```

The calculation puts the HOMO energy at -9.11 eV. Its SMILES is C/N=C\N.C=CC.

Löwdin population analysis, charges in e, atoms 1 to 5: -0.17 -0.06 -0.31 0.05 0.07


#c
Here is C5H12N2 in the gas phase from the Open Molecules 2025 dataset. Energies are from ωB97M-V/def2-TZVPD.

Geometry as ORCA input:
```
! RIJCOSX wB97M-V def2-TZVPD def2/J DEFGRID3
* xyz 0 1
C 0.957 -1.621 1.606
C 0.800 -1.244 0.088
C -0.651 -1.033 -0.321
C -1.213 0.308 0.194
N -1.546 1.154 -0.938
C -0.761 1.989 -1.456
N 0.508 2.280 -1.013
H 0.118 -2.230 1.937
H 1.152 -0.690 2.129
H 1.861 -2.211 1.734
H 1.269 -2.078 -0.449
H 1.428 -0.365 -0.077
H -0.695 -1.094 -1.400
H -1.276 -1.819 0.098
H -2.156 0.167 0.712
H -0.507 0.820 0.865
H -1.108 2.662 -2.237
H 0.698 2.046 -0.054
H 1.122 2.959 -1.419
*
```

The calculation puts the HOMO energy at -8.89 eV. Its SMILES is CCCC/N=C\N.

Löwdin population analysis, charges in e, atoms 1 to 5: -0.10 -0.26 -0.20 -0.23 0.00


#d
Here is 2 unconnected molecules or ions with the total composition C5H12N2 from the Open Molecules 2025 dataset. Energies are from ωB97M-V/def2-TZVPD.

Geometry as ORCA input:
```
! RIJCOSX wB97M-V def2-TZVPD def2/J DEFGRID3
* xyz 0 1
C 0.473 -1.775 0.535
C -0.130 -0.949 1.237
C -0.920 -0.642 2.445
H 1.069 -2.641 0.368
H -0.955 -1.494 3.125
H -0.484 0.207 2.977
H -1.945 -0.373 2.179
N -1.551 1.042 -1.287
C -0.216 1.022 -0.772
C 0.741 0.200 -1.534
N 2.153 0.513 -1.384
H -1.879 0.107 -1.500
H -2.207 1.469 -0.645
H -0.208 0.346 0.339
H 0.124 2.026 -0.522
H 0.640 -0.869 -1.014
H 0.475 0.090 -2.587
H 2.486 0.217 -0.473
H 2.335 1.504 -1.487
*
```

The calculation puts the HOMO energy at -8.02 eV. Its SMILES is C#CC.NCCN.

Löwdin population analysis, charges in e, atoms 1 to 5: 0.06 -0.24 -0.10 0.05 0.08


Q: Which of them is the least stable? A: #d.


#a
Here is 2 unconnected molecules or ions with the total composition C5H12N2 from the Open Molecules 2025 dataset. Energies are from ωB97M-V/def2-TZVPD.

Geometry as ORCA input:
```
! RIJCOSX wB97M-V def2-TZVPD def2/J DEFGRID3
* xyz 0 1
C -0.300 -1.990 -0.579
C 0.349 -1.307 0.351
C -0.193 -1.122 1.740
C 1.686 -0.679 0.104
C -1.015 2.134 -1.466
N 0.482 2.480 0.365
N -0.498 1.991 -0.080
H 0.112 -2.130 -1.567
H -1.251 -2.461 -0.392
H -1.262 -1.320 1.784
H -0.001 -0.110 2.089
H 0.308 -1.802 2.429
H 2.449 -1.175 0.704
H 1.686 0.374 0.391
H 1.965 -0.750 -0.944
H -1.915 1.537 -1.574
H -1.220 3.183 -1.670
H -0.250 1.797 -2.162
H -1.132 1.350 0.476
*
```

The calculation puts the HOMO energy at -8.02 eV.

Löwdin population analysis, charges in e, atoms 1 to 5: 0.02 -0.45 -0.08 -0.08 -0.06


#b
Here is C5H12N2 in the gas phase from the Open Molecules 2025 dataset. Energies are from ωB97M-V/def2-TZVPD.

Geometry as ORCA input:
```
! RIJCOSX wB97M-V def2-TZVPD def2/J DEFGRID3
* xyz 0 1
C -2.234 -0.837 -0.982
C -1.348 0.151 -0.862
C 0.205 -0.115 0.006
C 1.313 -0.186 -1.029
N 0.180 -1.243 0.848
C 0.003 1.191 0.688
N 1.280 1.344 1.792
H -3.098 -0.756 -1.639
H -2.093 -1.806 -0.509
H -1.505 1.066 -1.434
H 2.286 -0.316 -0.548
H 1.355 0.733 -1.617
H 1.154 -1.029 -1.711
H 0.286 -2.127 0.367
H -0.566 -1.240 1.533
H 0.157 2.063 0.060
H -0.853 1.260 1.355
H 2.167 1.329 1.288
H 1.312 0.519 2.394
*
```

The calculation puts the HOMO energy at -8.51 eV. Its SMILES is C=C[C@](C)(N)CN.

Löwdin population analysis, charges in e, atoms 1 to 5: -0.04 -0.09 -0.58 -0.05 0.07


#c
Here is 2 unconnected molecules or ions with the total composition C5H12N2 from the Open Molecules 2025 dataset. Energies are from ωB97M-V/def2-TZVPD.

Geometry as ORCA input:
```
! RIJCOSX wB97M-V def2-TZVPD def2/J DEFGRID3
* xyz 0 1
C -2.583 1.407 0.081
C -1.617 0.650 -0.794
N -1.233 -0.547 -0.793
N -1.819 -1.427 0.189
H -3.213 2.192 -0.381
H -2.021 1.876 0.869
H -3.355 0.696 0.479
H -1.427 1.163 -1.716
H -1.032 -2.024 0.367
H -2.037 -0.946 1.052
C 1.455 0.634 -0.707
C 2.292 0.016 0.046
C 2.158 -1.548 0.261
H 1.442 1.663 -0.943
H 0.796 -0.086 -1.261
H 3.083 0.544 0.490
H 3.053 -2.048 0.597
H 1.889 -1.976 -0.666
H 1.372 -1.651 0.964
*
```

The calculation puts the HOMO energy at -9.18 eV. Its SMILES is C/C=N\N.C=CC.

Löwdin population analysis, charges in e, atoms 1 to 5: -0.08 -0.28 -0.06 0.03 0.08


Q: Which of them is the least stable? A: #a.


#a
Here is C5H12N2 in the gas phase from the Open Molecules 2025 dataset. Energies are from ωB97M-V/def2-TZVPD.

Geometry as ORCA input:
```
! RIJCOSX wB97M-V def2-TZVPD def2/J DEFGRID3
* xyz 0 1
C -1.963 -1.222 -2.393
C -0.987 -0.585 -1.737
C -1.321 0.328 -0.607
C -0.625 -0.063 0.772
N 0.798 -0.293 0.697
C 1.687 0.934 0.928
N 2.600 0.622 1.967
H -1.853 -1.984 -3.144
H -2.948 -1.222 -1.923
H 0.062 -0.787 -1.913
H -2.405 0.355 -0.428
H -1.149 1.395 -0.764
H -1.224 -0.938 1.094
H -0.716 0.654 1.563
H 1.063 -0.857 -0.093
H 1.005 1.726 1.288
H 2.202 1.176 -0.026
H 2.415 0.765 2.938
H 3.359 -0.004 1.779
*
```

The calculation puts the HOMO energy at -8.26 eV. Its SMILES is C=CCCNCN.

Löwdin population analysis, charges in e, atoms 1 to 5: 0.00 -0.19 -0.21 -0.24 -0.08


#b
Here is C5H12N2 in the gas phase from the Open Molecules 2025 dataset. Energies are from ωB97M-V/def2-TZVPD.

Geometry as ORCA input:
```
! RIJCOSX wB97M-V def2-TZVPD def2/J DEFGRID3
* xyz 0 1
C -2.436 0.697 0.111
N -1.534 1.489 -0.321
C -0.227 1.395 0.167
C 0.564 0.224 -0.754
C 2.048 0.243 -0.425
N -0.060 -1.046 -0.623
C 0.151 -1.786 0.610
H -3.441 0.823 -0.268
H -2.372 0.200 1.087
H 0.302 2.338 0.014
H -0.160 1.055 1.212
H 0.401 0.556 -1.783
H 2.534 -0.595 -0.926
H 2.219 0.161 0.647
H 2.496 1.171 -0.778
H -1.106 -0.908 -0.737
H 1.211 -2.001 0.733
H -0.373 -2.737 0.523
H -0.216 -1.277 1.511
*
```

The calculation puts the HOMO energy at -8.66 eV. Its SMILES is C=NC[C@@H](C)NC.

Löwdin population analysis, charges in e, atoms 1 to 5: -0.07 -0.05 -0.20 -0.38 -0.08


#c
Here is a molecular structure, C5H12N2 from the Open Molecules 2025 dataset. Energies are from ωB97M-V/def2-TZVPD.

Geometry as ORCA input:
```
! RIJCOSX wB97M-V def2-TZVPD def2/J DEFGRID3
* xyz 0 1
C -0.933 -0.285 0.011
C -1.676 1.383 0.644
C 1.030 -1.713 -0.503
C 2.403 -1.830 0.115
C 0.428 0.058 -0.106
N -1.845 2.328 -0.456
N 1.200 1.005 -0.038
H 0.642 1.898 -0.061
H -2.684 2.092 -0.977
H -1.983 3.278 -0.122
H -1.201 -0.953 0.821
H -1.409 -0.520 -0.933
H -1.075 1.911 1.384
H -2.598 1.113 1.172
H 0.365 -2.519 -0.191
H 1.044 -1.676 -1.592
H 2.346 -1.802 1.204
H 3.043 -1.006 -0.201
H 2.903 -2.762 -0.170
*
```

The calculation puts the HOMO energy at -8.03 eV.

Löwdin population analysis, charges in e, atoms 1 to 5: -0.07 -0.20 -0.16 -0.17 -0.38


#d
Here is C5H12N2 in the gas phase from the Open Molecules 2025 dataset. Energies are from ωB97M-V/def2-TZVPD.

Geometry as ORCA input:
```
! RIJCOSX wB97M-V def2-TZVPD def2/J DEFGRID3
* xyz 0 1
C -2.160 2.403 0.444
C -0.929 1.647 -0.012
C -0.457 0.593 1.075
C -0.493 -0.895 0.688
N 0.251 -1.154 -0.572
C 1.521 -1.121 -0.461
N 2.364 -1.878 -1.219
H -1.931 3.070 1.286
H -2.895 1.699 0.850
H -2.560 2.977 -0.397
H -0.085 2.323 -0.212
H -1.052 1.049 -0.919
H 0.547 0.968 1.210
H -1.055 0.768 1.976
H -0.026 -1.406 1.550
H -1.496 -1.263 0.497
H 1.951 -0.557 0.383
H 2.066 -2.324 -2.074
H 3.245 -1.412 -1.407
*
```

The calculation puts the HOMO energy at -8.77 eV. Its SMILES is CCCC/N=C/N.

Löwdin population analysis, charges in e, atoms 1 to 5: -0.13 -0.27 -0.21 -0.24 0.00


Q: Which of them is the least stable? A: #c.


#a
Here is C5H12N2 in the gas phase from the Open Molecules 2025 dataset. Energies are from ωB97M-V/def2-TZVPD.

Geometry as ORCA input:
```
! RIJCOSX wB97M-V def2-TZVPD def2/J DEFGRID3
* xyz 0 1
C -1.060 -1.852 1.934
C -0.103 -1.865 1.008
C 1.054 -0.865 1.068
C 0.928 0.262 0.025
N -0.105 0.023 -0.976
C -0.377 1.129 -1.880
N -0.507 2.484 -1.418
H -2.086 -2.134 1.747
H -0.809 -1.575 2.953
H -0.022 -2.432 0.086
H 1.106 -0.436 2.066
H 1.923 -1.488 0.836
H 0.744 1.216 0.531
H 1.887 0.388 -0.478
H -0.944 -0.307 -0.520
H 0.325 1.114 -2.719
H -1.298 0.795 -2.377
H 0.396 2.923 -1.307
H -1.052 2.621 -0.579
*
```

The calculation puts the HOMO energy at -8.74 eV. Its SMILES is C=CCCNCN.

Löwdin population analysis, charges in e, atoms 1 to 5: 0.00 -0.20 -0.19 -0.24 -0.08


#b
Here is C5H12N2 in the gas phase from the Open Molecules 2025 dataset. Energies are from ωB97M-V/def2-TZVPD.

Geometry as ORCA input:
```
! RIJCOSX wB97M-V def2-TZVPD def2/J DEFGRID3
* xyz 0 1
C 0.187 -1.361 2.306
C 1.180 -0.573 1.412
C 0.762 -0.752 -0.144
C -0.191 0.243 -0.744
N -1.737 0.107 -0.621
C 0.294 1.266 -1.548
N -0.525 2.274 -2.191
H 0.403 -1.444 3.397
H 0.097 -2.369 1.845
H -0.775 -0.982 2.080
H 2.121 -1.110 1.474
H 1.327 0.535 1.634
H 1.391 -1.356 -0.995
H 0.015 -1.601 0.089
H -2.215 0.560 -1.444
H -2.022 0.694 0.203
H 1.326 1.523 -1.398
H -1.519 1.871 -2.290
H -0.117 2.477 -3.064
*
```

The calculation puts the HOMO energy at -7.93 eV. Its SMILES is CCC/C(N)=C/N.

Löwdin population analysis, charges in e, atoms 1 to 5: -0.13 -0.24 -0.19 -0.31 0.02


Q: Which of them is the least stable? A: #b.


#a
Here is C5H12N2 in the gas phase from the Open Molecules 2025 dataset. Energies are from ωB97M-V/def2-TZVPD.

Geometry as ORCA input:
```
! RIJCOSX wB97M-V def2-TZVPD def2/J DEFGRID3
* xyz 0 1
C -1.951 0.369 -1.325
C -1.310 1.382 -0.737
C -0.831 1.490 0.699
C -0.114 0.191 1.117
N 1.308 0.175 0.688
C 1.785 -1.206 0.534
N 1.631 -1.623 -0.855
H -2.414 0.519 -2.294
H -1.820 -0.673 -1.063
H -1.123 2.294 -1.310
H -1.668 1.731 1.355
H -0.100 2.294 0.687
H -0.681 -0.669 0.727
H -0.094 0.026 2.196
H 1.289 0.651 -0.206
H 1.086 -1.770 1.164
H 2.799 -1.363 0.890
H 1.435 -2.606 -1.050
H 0.771 -1.212 -1.218
*
```

The calculation puts the HOMO energy at -9.09 eV. Its SMILES is C=CCCNCN.

Löwdin population analysis, charges in e, atoms 1 to 5: -0.01 -0.19 -0.18 -0.26 -0.06


#b
Here is 3 unconnected molecules or ions with the total composition C5H12N2 from the Open Molecules 2025 dataset. Energies are from ωB97M-V/def2-TZVPD.

Geometry as ORCA input:
```
! RIJCOSX wB97M-V def2-TZVPD def2/J DEFGRID3
* xyz 0 1
C -0.423 0.577 -0.520
C 0.314 -0.907 1.313
C -2.096 0.598 1.279
N -0.153 0.352 0.762
N -0.827 -0.387 -1.392
C 1.738 0.745 -0.662
C 2.420 -0.097 -1.423
H -0.722 1.585 -0.787
H -0.657 -1.349 -1.144
H -1.393 -0.106 -2.175
H 2.177 1.689 -0.343
H 0.359 -1.741 0.606
H -0.355 -1.201 2.125
H 1.313 -0.752 1.720
H -2.623 1.325 0.667
H -2.559 -0.385 1.250
H -1.904 0.955 2.285
H 3.411 0.141 -1.820
H 1.982 -1.042 -1.741
*
```

The calculation puts the HOMO energy (spin up / spin down) at -6.82 / -6.82 eV.

Löwdin population analysis, charges in e, atoms 1 to 5: -0.40 -0.12 0.03 -0.12 0.11


#c
Here is a molecular structure, C5H12N2 from the Open Molecules 2025 dataset. Energies are from ωB97M-V/def2-TZVPD.

Geometry as ORCA input:
```
! RIJCOSX wB97M-V def2-TZVPD def2/J DEFGRID3
* xyz 0 1
C -2.058 0.135 -1.140
C -0.785 1.071 0.587
N -1.051 1.057 -0.732
H -3.035 0.629 -1.108
H -2.080 -0.769 -0.492
H -1.861 -0.203 -2.158
H -1.557 0.750 1.297
H -0.258 1.958 0.926
C 1.830 0.160 1.272
C 1.068 -0.510 -1.087
C 0.588 -0.369 0.576
N 0.085 -1.483 1.010
H -0.912 -1.633 0.875
H 2.142 1.104 0.829
H 1.599 0.285 2.330
H 0.383 -1.092 -1.693
H 2.021 -1.019 -0.966
H 1.226 0.474 -1.519
H 2.654 -0.546 1.192
*
```

The calculation puts the HOMO energy (spin up / spin down) at -8.52 / -7.64 eV.

Löwdin population analysis, charges in e, atoms 1 to 5: -0.16 -0.13 -0.08 0.09 0.07


Q: Which of them is the least stable? A: #b.


#a
Here is C5H12N2 in the gas phase from the Open Molecules 2025 dataset. Energies are from ωB97M-V/def2-TZVPD.

Geometry as ORCA input:
```
! RIJCOSX wB97M-V def2-TZVPD def2/J DEFGRID3
* xyz 0 1
C 1.401 1.818 0.294
C 0.647 0.781 0.078
C -0.238 0.630 -1.110
C -1.373 -0.402 -0.752
N -2.156 0.021 0.438
N 0.604 -0.415 0.887
C 1.284 -1.644 0.528
H 0.996 2.732 -0.133
H 2.105 1.921 1.147
H -0.692 1.660 -1.243
H 0.342 0.281 -2.114
H -0.906 -1.331 -0.528
H -2.070 -0.653 -1.699
H -2.347 0.994 0.396
H -3.037 -0.547 0.592
H 0.963 -0.070 1.748
H 1.466 -2.139 1.463
H 0.705 -2.262 -0.133
H 2.307 -1.375 0.142
*
```

The calculation puts the HOMO energy at -8.35 eV. Its SMILES is C=C(CCN)NC.

Löwdin population analysis, charges in e, atoms 1 to 5: 0.03 -0.43 -0.15 -0.29 -0.02


#b
Here is 2 unconnected molecules or ions with the total composition C5H12N2 from the Open Molecules 2025 dataset. Energies are from ωB97M-V/def2-TZVPD.

Geometry as ORCA input:
```
! RIJCOSX wB97M-V def2-TZVPD def2/J DEFGRID3
* xyz 0 1
H -0.293 2.429 0.511
N -1.183 2.041 0.189
C -1.004 1.047 -0.606
C -2.168 0.363 -1.257
H 0.065 0.791 -1.173
H -1.846 -0.585 -1.691
H -2.962 0.195 -0.524
H -2.545 0.995 -2.063
C 2.429 -0.684 -0.429
C 1.093 -0.869 -0.514
N 0.176 -0.805 0.561
C 0.493 -0.321 1.894
H 2.893 -0.181 0.410
H 3.058 -0.937 -1.273
H 0.719 -1.520 -1.302
H -0.622 -1.436 0.513
H -0.215 -0.734 2.616
H 0.399 0.765 1.931
H 1.512 -0.553 2.207
*
```

The calculation puts the HOMO energy at -8.29 eV. Its SMILES is [H]/N=C/C.C=CNC.

Löwdin population analysis, charges in e, atoms 1 to 5: 0.03 0.06 -0.37 -0.10 0.13


Q: Which of them is the least stable? A: #b.